Arrangement w

# C3H2BrClF2

A cluster of 2 separate species, C3H2BrClF2 in total (the ωB97M-V functional and the def2-TZVPD basis, the Open Molecules 2025 dataset).

Output
HOMO energy in eV: -10.1
LUMO energy in eV: 0.55
HOMO-LUMO gap in Ha: 0.3907
Spin multiplicity: 1
Net charge: 0

Cartesian coordinates (Å):
1 F -0.340 2.132 2.038
2 C -1.318 1.450 1.371
3 F -2.507 1.361 2.029
4 Cl -1.555 2.298 -0.157
5 H -0.732 0.487 1.243
6 C 0.287 -0.478 -1.551
7 C -0.863 -0.447 -1.974
8 Br -2.417 -0.143 -2.774
9 H 1.314 -0.682 -1.499

=====

Arrangement x

# C3H2BrClF2

A cluster of 2 separate species, C3H2BrClF2 in total (the ωB97M-V functional and the def2-TZVPD basis, the Open Molecules 2025 dataset).

Output
HOMO energy in eV: -9.5
LUMO energy in eV: 0.14
HOMO-LUMO gap in Ha: 0.3552
Spin multiplicity: 1
Net charge: 0

Cartesian coordinates (Å):
1 C -0.232 0.038 0.073
2 C -1.404 0.573 0.260
3 C -1.513 2.612 -0.683
4 F -2.093 3.390 0.236
5 F -2.319 2.523 -1.740
6 Cl 0.095 3.112 -1.069
7 Br -3.021 0.046 0.918
8 H 0.005 -0.968 0.392
9 H 0.563 0.594 -0.399

=====

Of them, arrangement w has the highest stability.

=====

Arrangement w

# H4NP

A structure of composition H4NP (the ωB97M-V functional and the def2-TZVPD basis, the Open Molecules 2025 dataset).

Output
HOMO energy in eV: -9.1
LUMO energy in eV: 0.07
HOMO-LUMO gap in Ha: 0.3362
Spin multiplicity: 1
Net charge: 0

Cartesian coordinates (Å):
1 N 0.982 -0.136 -0.026
2 P -1.189 0.214 -0.373
3 H 1.542 -0.042 -0.927
4 H 0.955 -1.107 0.452
5 H -0.724 1.401 0.104
6 H -1.567 -0.329 0.769

=====

Arrangement x

# H4NP

A cluster of 2 separate species, H4NP in total (the ωB97M-V functional and the def2-TZVPD basis, the Open Molecules 2025 dataset).

Output
HOMO energy in eV: -8.4
LUMO energy in eV: -0.14
HOMO-LUMO gap in Ha: 0.3029
Spin multiplicity: 1
Net charge: 0

Cartesian coordinates (Å):
1 N 0.584 -0.509 -0.240
2 P -0.769 0.326 0.291
3 H 0.715 0.229 -1.610
4 H 0.291 -1.437 -0.424
5 H -0.141 1.469 0.258
6 H -0.681 -0.077 1.725

=====

Arrangement y

# H4NP

A cluster of 2 separate species, H4NP in total (the ωB97M-V functional and the def2-TZVPD basis, the Open Molecules 2025 dataset).

Output
HOMO energy in eV: -8.4
LUMO energy in eV: 0.45
HOMO-LUMO gap in Ha: 0.3265
Spin multiplicity: 1
Net charge: 0

Cartesian coordinates (Å):
1 N 0.759 -0.292 0.099
2 P -0.927 -0.037 0.209
3 H 1.094 -0.707 -0.790
4 H 1.116 -0.896 0.784
5 H -1.231 1.011 -1.396
6 H -0.812 0.921 1.094

=====

Of them, arrangement y has the highest stability.

=====

Arrangement w

# C5H6O

A cluster of 2 separate species, C5H6O in total (the ωB97M-V functional and the def2-TZVPD basis, the Open Molecules 2025 dataset).

Output
HOMO energy (spin up / spin down) in eV: -8.2 / -8.7
LUMO energy (spin up / spin down) in eV: -1.60 / -0.25
HOMO-LUMO gap (spin up / spin down) in Ha: 0.2408 / 0.3102
Spin multiplicity: 1
Net charge: 0

Cartesian coordinates (Å):
1 C 0.903 -0.869 0.866
2 C 0.940 1.251 -0.835
3 C -0.393 1.116 -0.897
4 C -1.598 0.779 -0.766
5 C -1.926 -0.410 -0.082
6 O -1.296 -0.761 0.939
7 H 0.978 -0.193 1.707
8 H 0.457 -1.835 1.046
9 H 1.692 -0.837 0.128
10 H 1.574 1.163 -1.715
11 H 1.395 1.666 0.060
12 H -2.726 -1.068 -0.451

=====

Arrangement x

# C5H6O

An isolated molecule of C5H6O (the ωB97M-V functional and the def2-TZVPD basis, the Open Molecules 2025 dataset).

Output
HOMO energy in eV: -8.8
LUMO energy in eV: 0.98
HOMO-LUMO gap in Ha: 0.3584
Spin multiplicity: 1
Net charge: 0

Cartesian coordinates (Å):
1 C 1.063 1.314 0.789
2 C 0.300 0.243 0.105
3 C 0.480 -1.084 -0.061
4 C -0.677 -1.604 -0.793
5 C -1.409 -0.462 -1.003
6 O -0.889 0.647 -0.460
7 H 2.015 0.918 1.148
8 H 0.500 1.702 1.646
9 H 1.253 2.146 0.106
10 H 1.363 -1.627 0.261
11 H -1.643 -1.814 -0.221
12 H -2.357 -0.379 -1.517

=====

Of them, arrangement x has the highest stability.

=====

Arrangement w

# C5H6O

An isolated molecule of C5H6O (the ωB97M-V functional and the def2-TZVPD basis, the Open Molecules 2025 dataset).

Output
HOMO energy in eV: -8.5
LUMO energy in eV: -0.22
HOMO-LUMO gap in Ha: 0.3046
Spin multiplicity: 1
Net charge: 0

Cartesian coordinates (Å):
1 C -1.356 0.728 0.063
2 C -1.125 -0.777 0.062
3 O 0.001 -0.994 -0.817
4 C 1.022 -1.286 -0.017
5 C 2.119 -0.422 -0.323
6 C 2.831 0.534 -0.076
7 H -0.390 1.245 0.033
8 H -1.872 1.056 0.968
9 H -1.931 1.046 -0.810
10 H -1.977 -1.364 -0.268
11 H -0.779 -1.141 1.033
12 H 3.455 1.375 0.153

=====

Arrangement x

# C5H6O

An isolated molecule of C5H6O (the ωB97M-V functional and the def2-TZVPD basis, the Open Molecules 2025 dataset).

Output
HOMO energy in eV: -8.1
LUMO energy in eV: 1.04
HOMO-LUMO gap in Ha: 0.3353
Spin multiplicity: 1
Net charge: 0

Cartesian coordinates (Å):
1 C 1.657 -0.774 -0.350
2 C 0.446 -0.237 -0.206
3 C -0.297 0.772 -0.964
4 C -1.314 1.165 -0.184
5 O -1.455 0.486 0.981
6 C -0.458 -0.547 0.964
7 H 2.267 -0.656 -1.237
8 H 2.082 -1.347 0.469
9 H 0.001 1.240 -1.892
10 H -2.018 1.979 -0.311
11 H 0.057 -0.575 1.927
12 H -0.967 -1.507 0.803

=====

Of them, arrangement x has the highest stability.

=====

Arrangement w

# C5H6O

A structure of composition C5H6O (the ωB97M-V functional and the def2-TZVPD basis, the Open Molecules 2025 dataset).

Output
HOMO energy (spin up / spin down) in eV: -8.9 / -8.9
LUMO energy (spin up / spin down) in eV: -0.42 / -0.42
HOMO-LUMO gap (spin up / spin down) in Ha: 0.3112 / 0.3111
Spin multiplicity: 1
Net charge: 0

Cartesian coordinates (Å):
1 C -0.958 0.485 0.630
2 C -0.551 -0.756 -0.195
3 O -0.659 -0.168 -1.500
4 C 0.133 1.184 -0.173
5 C 1.354 0.427 0.156
6 C 0.936 -0.849 0.145
7 H -1.972 0.810 0.389
8 H -0.772 0.441 1.704
9 H -1.127 -1.687 -0.125
10 H -0.289 1.053 -1.330
11 H 2.367 0.809 0.147
12 H 1.540 -1.750 0.151

=====

Arrangement x

# C5H6O

An isolated molecule of C5H6O (the ωB97M-V functional and the def2-TZVPD basis, the Open Molecules 2025 dataset).

Output
HOMO energy (spin up / spin down) in eV: -8.5 / -8.5
LUMO energy (spin up / spin down) in eV: -0.71 / -0.71
HOMO-LUMO gap (spin up / spin down) in Ha: 0.2850 / 0.2851
Spin multiplicity: 1
Net charge: 0

Cartesian coordinates (Å):
1 C -1.148 0.943 0.070
2 C -0.549 -0.467 0.041
3 C 0.581 -0.819 0.972
4 C 1.743 -0.208 0.634
5 C 1.520 -0.048 -0.704
6 O 0.304 -0.538 -1.178
7 H -0.339 1.683 0.020
8 H -1.735 1.117 0.979
9 H -1.799 1.080 -0.803
10 H -1.337 -1.235 0.036
11 H 0.588 -1.802 1.436
12 H 2.170 0.295 -1.504

=====

Of them, arrangement x has the highest stability.

=====

Arrangement w

# C5H6O

A structure of composition C5H6O (the ωB97M-V functional and the def2-TZVPD basis, the Open Molecules 2025 dataset).

Output
HOMO energy (spin up / spin down) in eV: -8.0 / -7.6
LUMO energy (spin up / spin down) in eV: 0.42 / 0.44
HOMO-LUMO gap (spin up / spin down) in Ha: 0.3110 / 0.2965
Spin multiplicity: 1
Net charge: 0

Cartesian coordinates (Å):
1 C 0.966 1.401 -1.225
2 C 0.187 0.915 -2.234
3 C 0.243 0.441 -0.392
4 C 0.134 -0.203 1.330
5 C -0.771 -1.311 1.457
6 O -0.540 -0.054 -1.408
7 H 1.864 2.029 -1.154
8 H -0.066 1.244 -3.225
9 H 0.983 0.086 1.999
10 H -1.471 -0.928 2.277
11 H -0.202 -2.148 1.922
12 H -1.327 -1.472 0.654

=====

Arrangement x

# C5H6O

An isolated molecule of C5H6O (the ωB97M-V functional and the def2-TZVPD basis, the Open Molecules 2025 dataset).

Output
HOMO energy in eV: -8.8
LUMO energy in eV: 0.71
HOMO-LUMO gap in Ha: 0.3504
Spin multiplicity: 1
Net charge: 0

Cartesian coordinates (Å):
1 O -0.700 -1.196 -1.703
2 C -1.192 -1.660 -0.470
3 C -0.822 -0.952 0.566
4 C -0.077 0.112 0.621
5 C 0.007 1.559 0.472
6 C 1.259 0.699 0.659
7 H 0.251 -1.379 -1.720
8 H -1.844 -2.516 -0.548
9 H -0.168 1.946 -0.533
10 H -0.384 2.163 1.282
11 H 1.879 0.554 -0.228
12 H 1.791 0.671 1.604

=====

Arrangement y

# C5H6O

An isolated molecule of C5H6O (the ωB97M-V functional and the def2-TZVPD basis, the Open Molecules 2025 dataset).

Output
HOMO energy in eV: -8.7
LUMO energy in eV: 0.81
HOMO-LUMO gap in Ha: 0.3510
Spin multiplicity: 1
Net charge: 0

Cartesian coordinates (Å):
1 C -1.474 0.427 -0.140
2 C -0.158 -0.626 1.345
3 C 0.007 0.557 0.469
4 C 1.136 0.233 -0.465
5 C 1.452 -1.027 -0.216
6 O 0.658 -1.540 0.816
7 H -2.253 0.670 0.595
8 H -1.734 -0.544 -0.588
9 H -1.468 1.172 -0.924
10 H 0.061 1.528 0.958
11 H 1.599 0.857 -1.209
12 H 2.175 -1.706 -0.643

=====

Of them, arrangement y has the highest stability.